C44H52BrN4OS4TaTe as an isolated structure, computed with ωB97M-V/def2-TZVPD.

Results
ΔE to the lowest compared entry with this formula, charge and spin: 54.3 kcal/mol
Max |F|: 0.6 eV Å⁻¹
Electronic energy: -6493.8661 hartree
HOMO energy: -7.2 eV

CARTESIAN COORDINATES (ANGSTROEM)
Ta 0.32182 0.78111 -0.60549
C -2.73710 -0.06333 2.13414
C -2.78077 1.40757 1.81798
C -3.39195 2.28518 2.70078
C -3.55381 3.62182 2.37438
C -3.14799 4.07816 1.13417
C -2.53883 3.22435 0.21802
C -2.30636 3.69743 -1.19293
C -2.29719 1.90349 0.60195
N -1.68661 0.99470 -0.33497
C -2.59153 0.23376 -1.09109
C -4.08160 0.37458 -0.98262
C -2.00183 -0.61453 -1.95797
C -2.80646 -1.51825 -2.84841
N -0.61015 -0.57372 -1.94255
C 0.01112 -1.31282 -3.01127
C 0.01904 -0.79606 -4.31481
C -0.73902 0.44897 -4.68638
C 0.64004 -1.53543 -5.31566
C 1.17566 -2.78768 -5.06024
C 1.06341 -3.32678 -3.79213
C 0.47917 -2.60260 -2.75742
C 0.28125 -3.24115 -1.41444
H -2.60698 -0.23709 3.20440
H -1.94404 -0.57255 1.58821
H -3.67796 -0.53915 1.84449
H -3.75001 1.91237 3.65367
H -4.01744 4.30042 3.07852
H -3.32180 5.11033 0.85281
H -2.07642 4.76334 -1.21293
H -3.22020 3.55296 -1.77693
H -1.51194 3.15524 -1.70188
H -4.37616 1.17241 -0.30517
H -4.54397 -0.55144 -0.62922
H -4.51600 0.59272 -1.96124
H -3.48554 -2.13258 -2.25236
H -2.18029 -2.18481 -3.43647
H -3.42572 -0.94233 -3.54089
H -0.48861 1.29448 -4.05454
H -1.81454 0.27950 -4.59170
H -0.53971 0.71213 -5.72573
H 0.66762 -1.13138 -6.32096
H 1.64820 -3.35178 -5.85398
H 1.43796 -4.32312 -3.58856
H 0.88168 -4.14703 -1.32674
H -0.76876 -3.51602 -1.27052
H 0.54277 -2.56810 -0.59786
O 4.76772 -5.23604 -1.20011
C 4.23393 -4.27237 -0.72762
S 3.90410 -4.06803 1.00436
C 3.15297 -2.49059 0.88698
C 3.02665 -1.95844 -0.34046
S 2.52225 -0.33471 -0.75672
S 3.65409 -2.89467 -1.67778
S 2.79801 -1.69022 2.41186
N -0.21914 2.87407 3.24537
N -0.00211 1.49226 2.98309
H 0.21718 3.15605 4.11578
H 0.20530 3.40305 2.49244
H -0.75257 0.96715 3.41388
H 0.87792 1.15233 3.36076
C -0.97695 -6.62395 6.22134
C -0.66643 -5.43361 5.35785
C -0.52978 -4.16852 5.89796
C -0.22160 -3.05441 5.11649
C -0.10472 -1.73944 5.84582
C -0.05102 -3.23305 3.73758
Te 0.41302 -1.56412 2.51472
C -0.21095 -4.50693 3.15951
C -0.07398 -4.75851 1.68512
C -0.50605 -5.58117 3.98397
H -1.18940 -6.32522 7.24674
H -0.13413 -7.31727 6.23884
H -1.83980 -7.16992 5.83765
H -0.65949 -4.03019 6.96627
H 0.55454 -1.84943 6.70771
H -1.08200 -1.42972 6.22231
H 0.28509 -0.93984 5.22350
H -0.56230 -3.98300 1.09948
H -0.51431 -5.71961 1.42131
H 0.97441 -4.77841 1.38451
H -0.62580 -6.56310 3.53878
C 1.43520 4.19127 -4.88414
C 2.33369 3.39618 -3.92785
C 3.22215 4.35004 -3.11782
C 3.20417 2.40970 -4.72042
C 1.49847 2.62280 -3.00408
C 0.83750 1.96031 -2.22985
H 2.05358 4.77079 -5.57249
H 0.79450 4.88002 -4.33202
H 0.80068 3.52207 -5.46659
H 3.86068 4.92456 -3.79217
H 3.85500 3.79278 -2.42631
H 2.61563 5.04444 -2.53486
H 3.86054 2.96077 -5.39707
H 2.58364 1.73162 -5.30789
H 3.81914 1.81118 -4.04772
Br 3.58751 6.15859 2.36620
C 2.62669 4.72362 1.58212
C 1.53655 4.99051 0.77145
C 0.85131 3.93071 0.19245
C 1.19382 2.58848 0.40586
C 2.30954 2.38057 1.23812
C 3.02516 3.42057 1.81893
H 1.23229 6.01237 0.58658
H 0.02778 4.17747 -0.46286
H 2.65335 1.37417 1.45125
H 3.88433 3.21680 2.44438

Forces on the atoms, in the same order (eV/Å):
Ta 0.06 -0.01 -0.57
C -0.05 0.01 -0.04
C 0.00 0.01 0.01
C -0.02 0.00 -0.01
C 0.00 -0.02 0.01
C 0.03 0.01 -0.01
C 0.00 0.02 -0.01
C 0.01 0.00 0.01
C -0.02 -0.03 0.00
N 0.12 0.01 0.07
C 0.02 -0.03 -0.01
C 0.00 -0.01 0.01
C -0.03 0.09 0.01
C 0.00 -0.04 0.05
N 0.02 0.01 0.06
C -0.02 0.05 -0.01
C -0.02 -0.01 -0.01
C 0.00 0.01 0.01
C -0.02 -0.01 0.00
C 0.00 0.01 0.00
C 0.02 0.00 0.01
C 0.04 0.00 0.00
C -0.05 0.00 0.06
H -0.02 -0.01 0.02
H -0.11 0.04 -0.03
H -0.01 0.00 0.00
H 0.00 0.00 0.00
H 0.00 0.00 0.00
H 0.00 0.00 0.00
H -0.01 0.00 0.00
H 0.00 -0.02 -0.01
H 0.02 0.01 0.01
H 0.00 0.00 0.00
H 0.00 0.00 0.01
H 0.00 -0.01 0.00
H 0.00 0.00 0.00
H 0.01 0.00 0.00
H 0.00 -0.01 0.00
H 0.01 0.02 0.04
H 0.01 0.00 -0.03
H 0.02 0.02 0.01
H 0.00 0.00 0.00
H 0.00 0.00 0.00
H 0.00 0.00 0.00
H -0.02 -0.02 0.01
H 0.00 0.02 -0.02
H -0.03 -0.04 -0.01
O -0.01 0.01 0.00
C 0.00 -0.01 0.03
S -0.09 -0.03 0.01
C 0.00 -0.01 0.08
C 0.04 0.05 -0.03
S -0.16 0.02 0.13
S 0.05 0.01 0.02
S 0.01 0.00 0.01
N 0.01 0.04 0.04
N -0.07 0.12 -0.03
H 0.04 0.01 -0.02
H -0.03 0.00 -0.02
H 0.05 0.02 0.09
H 0.00 0.06 0.03
C 0.00 0.00 0.00
C -0.01 0.00 0.01
C 0.01 0.01 0.00
C 0.05 0.01 -0.01
C 0.01 0.00 0.01
C 0.00 -0.06 -0.05
Te 0.20 -0.33 -0.04
C -0.03 -0.01 0.07
C -0.01 -0.01 -0.03
C -0.03 0.00 -0.02
H 0.00 0.00 0.00
H 0.00 0.00 0.00
H 0.00 0.00 0.00
H 0.00 0.00 0.00
H -0.01 0.00 0.00
H -0.01 0.01 -0.01
H 0.01 0.00 0.01
H -0.03 0.00 -0.03
H 0.02 0.00 0.00
H 0.08 0.04 -0.03
H 0.00 0.00 0.00
C 0.01 0.00 0.00
C 0.00 -0.01 -0.01
C -0.01 0.00 0.01
C 0.00 0.01 -0.01
C -0.05 -0.02 -0.07
C -0.02 0.00 0.08
H 0.00 0.00 0.00
H 0.00 0.00 0.00
H 0.00 0.00 0.00
H 0.00 0.00 0.00
H 0.00 0.00 0.00
H 0.00 0.00 0.00
H 0.00 0.00 0.00
H 0.00 0.00 0.01
H 0.00 0.00 0.00
Br 0.00 0.00 0.00
C 0.00 -0.01 0.00
C -0.02 0.00 0.00
C -0.01 0.01 -0.02
C 0.05 -0.03 0.12
C -0.01 0.02 0.04
C 0.00 0.00 0.00
H 0.00 0.00 0.00
H -0.01 0.00 -0.01
H 0.00 0.00 -0.01
H 0.00 0.00 0.00